C18H54N14O10 | the ωB97M-V functional and the def2-TZVPD basis

energy relative to the best compared isomer or geometry (same formula, charge and spin): 203.8 kcal per mole
E_HOMO: -8.34 eV
SMILES: COCCNCCOC.COCCNCCOC.NC(N)=O.NC(N)=O.NC(N)=O.NC(N)=O.NC(N)=O.NC(N)=O
largest force on an atom: 12.74 eV/Å

Last column: Mulliken charge in e.
Geometry (Å):
C -0.22872 0.89529 -4.60967  0.75
O 1.01428 0.86129 -4.70767  -0.85
N -0.97472 1.29729 -5.61267  -0.45
N -0.93672 0.72229 -3.51367  -0.13
H -0.46172 1.63229 -6.47767  0.31
H -1.91472 0.99229 -5.67867  0.19
H -0.43772 0.39629 -2.67667  -0.28
H -1.98272 0.70329 -3.43167  0.59
C 1.84628 -1.85671 -2.44967  0.25
O 1.45828 -2.62071 -3.37367  -0.71
N 2.05228 -2.18571 -1.18067  -0.42
N 2.34128 -0.65071 -2.73267  -0.31
H 1.95228 -3.17271 -1.15067  0.34
H 2.77728 -1.75171 -0.60967  0.53
H 2.07028 -0.32271 -3.68267  0.27
H 2.92328 -0.09171 -2.14267  0.40
C 0.74728 3.90729 -2.43467  0.46
O 1.06128 5.04829 -2.03067  -0.76
N -0.40872 3.36029 -2.43267  -0.05
N 1.57928 3.05929 -2.97667  -0.06
H -1.11072 3.98929 -2.02267  0.20
H -0.75372 2.44929 -2.88367  -0.06
H 2.44128 3.49929 -3.23567  0.27
H 1.33828 2.22129 -3.52867  0.20
C 0.16828 0.53429 -0.14867  -0.78
O -0.55372 1.34229 0.46233  -0.77
N 0.77628 0.81529 -1.32167  1.52
N 0.38228 -0.69471 0.23833  3.29
H 0.68728 1.79529 -1.79167  -1.48
H 1.29528 0.13129 -1.79867  0.00
H -0.15572 -0.84271 1.04233  -1.00
H 0.87928 -1.55271 -0.17567  -1.32
C -2.24572 -1.72271 2.69033  0.60
O -2.05272 -0.63971 2.19733  -0.56
N -2.39472 -1.87571 3.98133  -0.45
N -2.43472 -2.77471 1.91833  -0.27
H -2.63172 -0.98971 4.54033  0.28
H -2.61072 -2.69471 4.52833  0.14
H -2.25872 -2.75671 0.88133  0.31
H -2.78772 -3.65271 2.42733  0.20
C 4.04028 0.77929 -0.15567  0.60
O 5.26328 0.97229 0.08633  -0.81
N 3.37928 -0.27171 0.09733  0.07
N 3.36028 1.64829 -0.71867  -0.03
H 3.89428 -0.68671 0.90933  0.20
H 2.39028 -0.21771 0.30533  -0.44
H 3.83628 2.55629 -1.12367  0.25
H 2.35628 1.61229 -1.13167  0.04
C -3.50972 1.79929 -1.48467  -0.89
O -3.23172 0.71729 -2.01167  -0.48
C -3.13672 -0.34871 -1.08067  0.35
C -2.70572 -1.57271 -1.70067  -0.78
N -1.98972 -2.43771 -0.80567  -0.30
C -1.30072 -3.55971 -1.50067  -0.70
C -0.29172 -4.09171 -0.53567  -0.11
O 0.73928 -4.56971 -1.36667  -0.52
C 1.58528 -5.51771 -0.82067  -0.84
H -4.55672 1.82629 -1.21667  0.29
H -3.30172 2.57429 -2.23167  0.29
H -2.89472 1.99029 -0.63267  0.33
H -4.12572 -0.60271 -0.68267  0.49
H -2.51072 0.04329 -0.21767  -0.30
H -2.01472 -1.31671 -2.53067  0.21
H -3.54872 -1.91371 -2.18967  0.51
H -1.16072 -1.77971 -0.43367  0.05
H -0.82772 -3.16971 -2.40867  0.40
H -2.17572 -4.22471 -1.77067  0.44
H -0.79872 -4.76471 0.04733  0.86
H 0.16928 -3.44771 0.23433  -0.40
H 1.13528 -6.15271 -0.04467  0.35
H 2.42928 -5.02971 -0.36667  0.29
H 1.99828 -6.22571 -1.64867  0.24
C -2.43572 5.51029 4.13333  -0.71
O -1.30872 4.93429 4.24333  -0.34
C -1.16772 3.62129 3.83333  -0.62
C 0.21328 2.90329 3.96033  -0.57
N 0.21428 1.46529 3.62133  -0.18
C 1.58228 0.86029 3.60433  -0.83
C 1.48828 -0.63171 3.50833  0.04
O 2.67028 -1.06171 2.81833  -0.38
C 2.61228 -2.43771 2.58333  -0.56
H -3.29072 4.93029 4.48833  0.30
H -2.79572 5.72929 3.12833  0.30
H -2.45372 6.49829 4.70833  0.22
H -1.40072 3.43929 2.77533  0.19
H -1.89972 3.07429 4.29833  0.53
H 0.49628 3.26929 4.97633  0.34
H 0.88528 3.38929 3.25033  0.35
H -0.19472 1.28129 2.79233  0.08
H 2.01628 1.17729 4.59133  0.40
H 2.00428 1.27829 2.72233  0.31
H 0.50228 -0.90971 3.11533  -0.19
H 1.54928 -1.16771 4.47933  0.54
H 3.63128 -2.77071 2.17633  0.28
H 1.84828 -2.67771 1.82833  0.04
H 2.28328 -3.12571 3.39933  0.42